No. 1
{
  "formula": "C20H12F12NO6SYb",
  "method": "ωB97M-V/def2-TZVPD",
  "lumo_energy_ev": 4.6,
  "spin_multiplicity": 2,
  "total_energy_ha": -4031.15423,
  "molar_mass_g_mol": 795.4,
  "charge": -2,
  "orbital_gap_ev": 6.1,
  "symbols": ["Yb", "C", "C", "C", "C", "C", "N", "C", "C", "C", "C", "C", "C", "C", "C", "O", "C", "F", "F", "F", "C", "F", "F", "F", "C", "C", "C", "O", "C", "F", "F", "F", "C", "F", "F", "F", "H", "H", "H", "H", "H", "H", "H", "H", "H", "H", "H", "H", "O", "S", "O", "O", "O"],
  "positions_angstrom": [[1.287, 1.997, -0.962], [-5.085, 0.579, 2.736], [-3.773, 0.433, 2.003], [-3.504, -0.638, 1.159], [-2.296, -0.741, 0.498], [-1.248, 0.199, 0.637], [-0.019, 0.027, 0.005], [0.442, -1.286, -0.102], [0.180, -2.243, 0.907], [0.575, -3.564, 0.830], [1.289, -4.040, -0.264], [1.749, -5.474, -0.372], [1.620, -3.100, -1.225], [1.262, -1.750, -1.181], [1.835, -0.727, -2.186], [2.401, 0.321, -1.522], [0.683, -0.254, -3.184], [-0.093, -1.271, -3.572], [-0.132, 0.663, -2.591], [1.148, 0.353, -4.281], [2.946, -1.327, -3.107], [2.465, -2.253, -3.970], [3.887, -1.927, -2.346], [3.579, -0.405, -3.828], [-1.563, 1.355, 1.417], [-2.788, 1.406, 2.084], [-0.587, 2.556, 1.386], [-0.301, 2.889, 0.100], [-1.175, 3.832, 2.071], [-2.385, 4.107, 1.540], [-1.330, 3.674, 3.407], [-0.433, 4.923, 1.887], [0.723, 2.197, 2.234], [1.369, 3.273, 2.710], [1.644, 1.545, 1.477], [0.440, 1.404, 3.272], [-5.554, -0.395, 2.907], [-5.815, 1.191, 2.195], [-4.960, 1.046, 3.718], [-4.257, -1.411, 1.012], [-2.124, -1.595, -0.145], [-0.373, -1.918, 1.780], [0.325, -4.240, 1.647], [1.087, -6.139, 0.190], [2.764, -5.639, 0.008], [1.747, -5.826, -1.408], [2.206, -3.452, -2.064], [-3.000, 2.259, 2.714], [2.667, 5.356, -2.236], [2.690, 3.927, -2.090], [2.661, 3.550, -0.598], [1.353, 3.338, -2.572], [3.772, 3.212, -2.725]]
}

No. 2
{
  "formula": "C46H44N8O2SSe2Ta",
  "method": "ωB97M-V/def2-TZVPD",
  "lumo_energy_ev": -9.3,
  "total_energy_ha": -7624.99438,
  "relative_energy_kj_mol": 119.1,
  "molar_mass_g_mol": 1111.8,
  "charge": 3,
  "orbital_gap_ev": 5.6,
  "symbols": ["Ta", "C", "Se", "C", "C", "Se", "C", "H", "H", "H", "H", "H", "H", "H", "H", "H", "H", "C", "C", "C", "C", "C", "C", "C", "C", "C", "C", "C", "C", "C", "C", "C", "N", "H", "H", "H", "H", "H", "H", "H", "H", "H", "H", "C", "C", "C", "C", "C", "C", "C", "S", "O", "O", "N", "C", "C", "C", "C", "C", "C", "C", "C", "N", "C", "H", "H", "H", "H", "H", "H", "H", "H", "H", "H", "H", "H", "H", "C", "C", "N", "C", "C", "N", "C", "N", "N", "N", "C", "C", "C", "C", "C", "C", "H", "H", "H", "H", "H", "H", "H", "H", "H", "H", "H"],
  "positions_angstrom": [[-15.462, -3.109, 14.793], [-14.948, 0.914, 14.822], [-14.669, -0.592, 13.669], [-15.889, -0.426, 12.193], [-15.463, -1.453, 11.149], [-15.190, -3.226, 11.933], [-13.306, -3.448, 11.397], [-15.911, 1.303, 14.624], [-14.225, 1.653, 14.858], [-14.991, 0.538, 15.872], [-15.657, 0.490, 11.755], [-16.936, -0.550, 12.495], [-14.546, -1.256, 10.601], [-16.228, -1.614, 10.389], [-13.371, -3.008, 10.431], [-13.028, -4.508, 11.456], [-12.627, -2.858, 12.092], [-17.901, -6.351, 12.888], [-17.937, -7.296, 13.921], [-17.146, -7.123, 15.014], [-16.355, -5.996, 15.103], [-16.365, -4.990, 14.085], [-17.141, -5.212, 12.966], [-15.636, -5.680, 16.343], [-15.572, -6.638, 17.382], [-14.875, -6.278, 18.517], [-14.375, -5.003, 18.721], [-13.725, -4.680, 19.911], [-13.280, -3.412, 20.145], [-13.488, -2.455, 19.177], [-14.020, -2.742, 17.982], [-14.439, -4.026, 17.708], [-15.211, -4.415, 16.572], [-18.496, -6.616, 11.985], [-18.648, -8.067, 13.852], [-17.222, -7.879, 15.845], [-17.264, -4.514, 12.193], [-15.866, -7.643, 17.175], [-14.691, -6.994, 19.313], [-13.663, -5.418, 20.631], [-12.870, -3.158, 21.069], [-13.156, -1.418, 19.361], [-14.037, -1.997, 17.242], [-20.219, -2.307, 21.224], [-19.607, -2.250, 19.850], [-20.055, -1.372, 18.882], [-19.395, -1.199, 17.712], [-18.210, -1.921, 17.468], [-17.658, -2.725, 18.415], [-18.404, -2.959, 19.599], [-17.410, -1.570, 15.975], [-15.919, -1.698, 16.239], [-17.790, -0.267, 15.483], [-17.516, -2.802, 14.948], [-18.856, -3.159, 14.589], [-19.687, -3.787, 15.492], [-21.080, -3.743, 15.199], [-21.568, -3.176, 14.048], [-20.694, -2.729, 13.094], [-21.181, -2.196, 11.872], [-20.266, -1.756, 10.951], [-18.909, -1.686, 11.338], [-18.410, -2.151, 12.442], [-19.320, -2.701, 13.325], [-19.563, -1.716, 21.904], [-20.261, -3.256, 21.627], [-21.301, -2.017, 21.256], [-20.937, -0.734, 19.114], [-19.727, -0.502, 16.944], [-16.758, -3.221, 18.186], [-18.024, -3.537, 20.422], [-19.316, -4.123, 16.455], [-21.740, -4.140, 15.918], [-22.654, -3.047, 13.902], [-22.241, -2.168, 11.580], [-20.531, -1.478, 9.933], [-18.158, -1.213, 10.615], [-13.176, -6.036, 13.545], [-12.646, -4.722, 13.928], [-13.398, -3.763, 14.532], [-12.454, -2.750, 14.876], [-11.207, -3.082, 14.479], [-11.405, -4.322, 13.865], [-10.183, -5.092, 13.392], [-9.624, -4.692, 12.171], [-8.807, -3.597, 12.096], [-8.342, -3.472, 10.912], [-8.844, -4.502, 10.157], [-8.681, -4.770, 8.791], [-9.177, -5.934, 8.276], [-9.936, -6.812, 9.069], [-10.269, -6.429, 10.359], [-9.638, -5.300, 10.923], [-14.156, -5.879, 13.106], [-13.224, -6.767, 14.340], [-12.667, -6.426, 12.637], [-12.801, -1.839, 15.287], [-10.207, -2.606, 14.394], [-10.459, -6.153, 13.332], [-9.580, -4.884, 14.227], [-8.010, -4.170, 8.167], [-9.048, -6.122, 7.208], [-10.394, -7.768, 8.724], [-10.919, -7.063, 10.947]]
}

No. 3
{
  "formula": "C2H4ClNO2",
  "method": "ωB97M-V/def2-TZVPD",
  "lumo_energy_ev": 0.7,
  "total_energy_ha": -743.95336,
  "relative_energy_kj_mol": 214.2,
  "molar_mass_g_mol": 109.5,
  "orbital_gap_ev": 10.2,
  "symbols": ["C", "C", "N", "O", "O", "Cl", "H", "H", "H", "H"],
  "positions_angstrom": [[0.788, -0.564, 0.425], [-0.685, -0.215, -0.789], [-0.910, 0.967, -1.016], [1.387, 0.688, 0.274], [0.214, -0.746, 1.656], [-1.409, -1.565, -1.422], [1.723, -1.313, 0.332], [-0.214, 0.116, 1.807], [-1.593, 1.237, -1.746], [0.700, 1.395, 0.478]]
}

No. 4
{
  "formula": "C2H6N4",
  "method": "ωB97M-V/def2-TZVPD",
  "smiles": "[H]/N=C(/N)NN=C",
  "lumo_energy_ev": 1.0,
  "total_energy_ha": -298.69956,
  "relative_energy_kj_mol": 392.1,
  "molar_mass_g_mol": 86.1,
  "orbital_gap_ev": 10.2,
  "symbols": ["C", "C", "H", "H", "H", "H", "H", "H", "N", "N", "N", "N"],
  "positions_angstrom": [[-0.373, -0.193, 0.564], [0.658, -0.099, -1.964], [-1.540, -0.467, 2.252], [0.195, 0.198, 2.703], [-1.487, -0.905, -0.898], [0.759, 1.352, 0.842], [0.935, -1.156, -1.649], [0.827, 0.378, -2.918], [-0.708, 0.087, 1.930], [-1.270, -1.044, 0.040], [0.965, 0.466, 0.299], [0.813, 0.826, -1.116]]
}

No. 5
{
  "formula": "C5H7N2O",
  "method": "ωB97M-V/def2-TZVPD",
  "smiles": "N/C=[NH+]/c1ccoc1",
  "lumo_energy_ev": [-3.9, -3.9],
  "total_energy_ha": -379.17632,
  "relative_energy_kj_mol": 69.2,
  "molar_mass_g_mol": 111.1,
  "charge": 1,
  "orbital_gap_ev": [8.1, 8.1],
  "symbols": ["C", "C", "C", "C", "C", "N", "N", "O", "H", "H", "H", "H", "H", "H", "H"],
  "positions_angstrom": [[-0.010, 0.280, -1.595], [-0.905, 1.012, -2.346], [-1.907, 0.987, -0.409], [-0.511, 0.166, -0.300], [1.243, -0.676, 1.087], [1.689, -1.218, 2.205], [-0.014, -0.395, 0.862], [-1.961, 1.400, -1.641], [0.883, -0.166, -1.990], [-0.855, 1.300, -3.377], [-2.663, 1.204, 0.311], [1.964, -0.441, 0.308], [2.674, -1.400, 2.327], [1.072, -1.486, 2.961], [-0.699, -0.567, 1.596]]
}